Computed, not measured: a 11-piece molecular cluster, C46H68Cl6O21 overall at a distorted geometry, with ωB97M-V with the def2-TZVPD basis set.

Values from the calculation:
E_HOMO: -9.3489 eV
SMILES string: O=C1C=C(O)C(=O)C=C1O.O=C1C=C(O)C(=O)C=C1O.O=C1C=C(O)C(=O)C=C1O.O=C1C=C(O)C(=O)C=C1O.ClC(Cl)Cl.ClC(Cl)Cl.CCOCC.CCOCC.CCOCC.CCOCC.CCOCC
DFT total energy: -166929.8161 eV

Geometry as XYZ:
```
141
Properties=species:S:1:pos:R:3:forces:R:3:lowdin_charge:R:1
H 13.517 9.152 37.069 -0.1414 -0.0026 -0.1565 0.125
H 10.901 20.455 34.375 -0.2919 0.0549 -0.1129 0.095
H 11.600 13.967 30.984 -0.0090 -0.4281 0.0129 0.133
Cl 15.916 18.911 31.766 0.0235 -0.3966 0.2496 0.508
H 18.293 8.832 33.979 0.1819 0.0281 -0.2107 0.118
H 16.387 14.269 37.741 -0.2212 -0.3233 0.3932 0.095
C 10.792 16.946 39.708 0.6417 -1.9741 -0.0161 -0.438
H 15.958 13.103 36.479 0.3068 0.4712 -0.4434 0.078
H 9.566 24.270 36.333 -0.1242 0.4707 -0.1027 0.074
H 22.759 10.531 40.400 -0.0022 0.1318 -0.0112 0.075
Cl 14.646 20.320 39.301 -0.0833 -0.4173 0.1009 0.544
Cl 12.522 21.165 37.603 -0.3470 0.3189 -0.0298 0.582
H 15.541 19.054 35.531 0.3151 0.3415 0.3106 0.067
C 22.505 10.466 39.342 -0.3205 0.0364 0.1837 -0.075
O 10.638 11.714 31.007 -0.1014 0.1787 -0.4720 0.141
H 13.177 21.910 33.006 0.4717 -0.0944 0.1091 0.078
H 12.561 14.083 35.854 -0.1982 -0.0069 -0.0894 0.063
C 11.283 8.503 39.664 -0.4119 -0.4011 0.2279 -0.234
C 16.260 26.727 35.617 -0.0997 1.1151 0.8074 -0.087
C 19.469 12.145 35.184 0.2891 -0.5997 0.3457 0.072
C 18.176 12.079 40.215 0.4547 -0.0478 -0.6151 -0.069
H 16.683 18.354 36.771 0.1431 0.1109 -0.1880 0.084
H 16.050 16.531 31.740 0.0320 0.0060 -0.0292 0.011
H 15.557 26.980 34.825 0.1240 -0.2081 -0.1729 0.074
C 12.861 9.360 37.902 -0.6348 -0.4135 0.4555 0.077
Cl 12.541 18.424 38.390 1.6783 1.1136 -1.1164 0.733
C 12.868 10.557 38.508 1.1379 0.0776 -0.5724 -0.210
O 10.515 7.506 40.149 0.4483 -0.0111 -0.1610 0.096
O 17.664 9.420 33.532 0.1711 0.2239 -0.1151 0.102
H 22.005 9.508 39.191 0.1914 -0.0794 -0.0929 0.077
H 10.940 9.779 41.285 -0.0663 0.1342 -0.0476 0.137
H 15.298 16.883 34.367 -0.5805 0.2289 0.2938 0.071
H 14.576 14.735 35.423 0.1574 0.1327 -0.0006 0.088
H 9.454 15.822 32.614 -0.2402 0.1020 0.0089 0.119
H 17.794 14.669 35.583 -0.0831 0.7749 -0.2772 0.080
H 12.367 20.286 39.805 -0.1667 -0.0064 -0.0870 0.024
C 10.319 22.762 35.164 -0.8536 1.0770 0.0143 -0.314
C 15.854 23.280 36.782 -0.6057 -0.5662 -0.2897 -0.278
H 14.945 22.839 37.200 -0.2112 0.3465 -0.1399 0.069
H 17.013 21.609 36.198 0.1009 -0.1592 -0.4914 0.076
C 17.573 13.048 33.829 -0.0040 0.1878 0.4928 -0.322
C 9.708 17.838 33.451 0.5546 -0.1819 -0.2265 -0.062
H 11.566 8.788 34.505 0.0904 -0.0850 0.1727 0.131
C 19.291 10.823 34.575 0.9947 2.2183 -0.8417 -0.322
O 12.216 13.966 31.732 0.2616 -0.1228 -0.5477 0.080
H 11.911 15.736 36.175 -0.0009 -0.2503 0.3423 0.086
C 12.127 10.536 34.085 -0.0495 -0.8989 -1.6082 -0.204
H 10.560 13.995 34.038 0.3279 -0.1344 0.0604 0.112
C 16.020 17.042 35.166 1.1561 -0.4193 0.7151 -0.240
C 13.129 11.606 34.334 -0.3153 0.3448 0.5564 -0.299
H 10.794 9.691 32.729 -0.2601 0.1736 -0.1310 0.132
O 16.961 14.053 33.528 -0.1454 -0.1044 -0.2212 0.109
C 18.049 10.692 33.751 -1.1667 -1.1978 0.3666 -0.218
C 16.342 22.312 35.699 -0.2709 -0.2010 0.8962 -0.058
C 21.544 11.567 38.922 1.0581 0.1339 0.4849 -0.294
C 11.366 11.661 31.961 0.6337 0.0853 1.4647 -0.314
C 9.686 16.278 38.904 -0.3686 2.1257 -0.1867 -0.212
O 8.589 17.040 38.845 -0.8461 -0.4761 -0.2985 0.102
C 11.411 9.662 40.318 -0.1679 -0.0093 0.0592 0.084
H 14.794 13.377 37.633 0.3220 0.7593 0.1580 0.041
H 12.860 16.554 40.232 -0.1837 -0.1350 0.1438 0.126
H 10.372 24.966 34.918 0.1458 -0.1513 -0.0885 0.075
C 18.662 13.159 34.877 -0.4102 0.6533 0.5194 -0.230
H 13.286 20.387 34.012 0.1716 -0.0001 -0.3667 0.064
O 10.643 22.472 33.832 0.0438 -0.6688 0.3243 -0.147
H 17.511 25.089 36.273 -0.1420 0.0493 0.4643 0.121
O 12.111 11.899 40.315 0.2304 0.1995 -0.2162 0.146
O 20.143 9.964 34.588 -0.4854 -0.8518 0.3601 0.125
H 13.216 13.521 38.560 -0.1647 -0.1413 0.2049 0.069
H 8.918 14.840 37.642 0.2642 -0.2313 -0.3593 0.138
H 9.549 22.095 35.581 0.1633 -0.3805 -0.3012 0.121
O 11.201 13.341 37.634 0.5154 -0.1021 0.5059 0.097
H 23.423 10.516 38.757 -0.0381 -0.0941 -0.0521 0.075
O 15.506 24.537 36.237 0.1087 0.0259 0.0661 -0.139
C 10.098 16.373 33.309 -0.3305 0.0708 0.7192 -0.263
H 19.702 13.509 39.867 0.7804 -0.1306 0.0498 0.118
H 20.234 12.261 35.940 0.0613 -0.0109 -0.0555 0.117
H 17.335 12.687 39.883 -0.0746 -0.0411 0.0738 0.062
O 9.935 15.847 34.627 0.0584 0.0642 -0.1515 -0.160
H 16.492 23.321 37.675 0.5375 0.5398 -0.4203 0.116
C 19.459 12.512 39.479 -1.7611 0.2707 1.1841 -0.286
H 14.955 18.032 36.810 -0.0207 -0.1663 -0.0178 0.027
H 17.165 27.333 35.513 0.1107 -0.2671 -0.5402 0.074
O 20.404 11.500 39.742 -0.3006 0.2488 -0.8198 -0.148
H 13.805 13.498 33.586 -0.0799 0.0087 0.1350 0.130
H 19.163 12.699 38.441 0.6072 -0.5918 -0.3604 0.104
H 8.671 17.879 39.322 0.5146 -0.1905 0.2380 0.120
C 9.715 24.165 35.251 0.2077 -0.2571 0.9907 -0.072
C 11.294 21.211 33.693 1.1947 0.7642 -0.3706 -0.253
H 11.107 16.232 32.907 0.2302 0.1628 0.3566 0.068
C 12.011 14.928 35.445 -0.0800 0.9484 -0.9988 -0.068
H 16.288 11.518 32.946 0.1335 0.0783 -0.3369 0.130
C 13.136 12.672 33.374 1.2808 0.6321 -0.1641 0.042
C 12.125 10.825 39.762 -0.7034 -0.6697 0.5569 -0.311
H 10.742 6.700 39.658 -0.1822 0.0491 -0.1195 0.117
C 16.592 25.254 35.701 0.6054 0.8654 -0.1337 -0.308
H 21.999 12.554 39.086 0.1390 -0.0278 -0.3153 0.122
Cl 15.328 17.184 29.560 -0.1322 -0.3599 0.6420 0.507
Cl 13.763 16.985 32.070 0.2068 -0.0865 -0.2600 0.551
H 18.268 12.147 41.297 0.0904 -0.0198 0.0094 0.072
H 14.021 11.297 37.227 -0.0463 0.4117 -0.0467 0.086
H 16.809 22.812 34.858 0.2833 -0.0126 0.0828 0.066
O 12.214 9.426 34.833 -0.0976 0.5268 0.2844 0.108
C 17.257 11.711 33.387 0.0378 -0.4287 0.0528 0.070
C 15.107 15.113 36.313 -0.7146 -0.3129 -1.5670 -0.259
C 11.362 10.585 32.969 0.0265 -0.5231 0.1254 0.079
O 13.684 11.559 38.105 -0.4295 -0.5488 0.0832 0.047
C 15.359 17.268 31.352 -0.1596 0.8039 -0.5407 -1.485
O 16.246 15.824 35.876 0.4856 -0.2666 0.2575 -0.199
H 16.918 25.028 34.677 -0.5486 -0.8199 -0.0890 0.110
C 12.353 12.765 32.304 -1.3778 0.4891 0.0552 -0.222
C 11.976 8.245 38.361 1.3192 1.8833 -0.3582 -0.311
C 11.993 16.153 39.717 0.9405 -0.2570 0.6238 -0.042
H 16.969 17.206 34.651 0.0181 0.0954 -0.0731 0.120
H 15.465 21.777 35.334 0.1661 -0.1360 -0.2180 0.049
C 12.932 20.063 38.909 0.2605 0.0890 -0.3618 -1.447
C 12.150 15.003 39.046 0.6409 -0.2899 0.0504 -0.231
C 15.808 18.192 36.149 -1.0000 -0.1677 -0.8893 -0.053
H 9.975 18.380 32.542 -0.4419 0.1165 -0.0157 0.075
O 13.815 11.660 35.338 0.1914 -0.4766 0.0529 0.107
O 10.736 18.038 40.226 -1.6973 -0.1144 0.4228 0.027
C 15.574 13.922 37.099 0.3276 -0.5077 0.2990 -0.041
H 8.665 17.937 33.744 -0.1337 0.0179 -0.3907 0.081
H 12.596 15.414 34.655 0.1033 -0.2936 -0.0960 0.066
H 11.166 22.711 35.859 0.2309 -0.0125 -0.3199 0.061
H 11.159 20.965 32.640 -0.3714 -0.5156 0.1575 0.114
O 11.894 7.220 37.731 -0.5213 -0.7069 0.3124 0.118
O 18.711 14.334 35.524 0.1113 -0.6724 -0.1459 0.092
C 9.814 15.183 38.137 0.4107 -0.0957 1.2282 0.081
H 18.025 11.038 39.927 -0.3439 -0.0053 0.1648 0.074
H 21.361 11.424 37.850 -0.5122 0.2180 0.0723 0.104
H 10.044 14.146 35.717 -0.0557 0.0323 -0.2601 0.096
C 10.608 14.642 34.922 -0.1464 -0.2707 0.2629 -0.242
H 13.047 21.929 34.788 0.0158 0.1445 -0.0785 0.034
C 11.071 14.397 38.219 -2.1697 0.3135 -0.3282 -0.322
C 12.826 21.367 33.880 -1.0381 -0.0539 0.3519 -0.070
H 10.270 18.296 34.267 0.2080 -0.1939 -0.0279 0.062
H 14.370 15.778 36.777 0.3112 -0.0836 0.6088 0.112
H 8.738 24.288 34.787 0.0679 -0.2909 -0.2427 0.072
H 15.838 27.178 36.522 -0.1808 -0.6108 0.1856 0.075
O 13.317 14.368 39.036 -0.3613 0.1830 0.0377 0.097
```
Forces are in eV/Å.